No. 1
Here is a molecular structure, C14H18AuFN5OSi from the Open Molecules 2025 dataset. Energies are from wB97M-V/def2-TZVPD.

Results
Orbital gap (spin up / spin down): 0.1644 / 0.1644 Ha
LUMO energy (spin up / spin down): -6.951 / -6.952 eV
Total energy: -1418.09369 Ha
Net charge: +1

```
41
Properties=species:S:1:pos:R:3:forces:R:3
Au 0.337 0.530 0.117 0.57 0.01 0.01
C 0.058 4.378 -2.051 -0.10 -0.14 0.04
Si 0.710 2.653 -2.314 0.22 0.38 0.07
C 0.847 2.072 -4.077 -0.14 -0.14 0.11
C 2.379 2.558 -1.529 -0.10 0.00 0.03
N -0.438 1.461 -1.441 -0.06 -0.10 0.44
C -1.701 1.302 -1.832 -0.31 -0.19 -0.56
C -2.278 2.107 -2.874 -0.03 -0.04 0.04
C -3.578 1.980 -3.254 -0.03 0.02 -0.01
C -4.402 1.028 -2.627 0.03 0.03 -0.01
C -3.910 0.205 -1.634 0.13 0.03 0.11
C -2.592 0.331 -1.252 -0.16 -0.01 -0.13
F -2.151 -0.490 -0.329 0.12 -0.02 0.07
H 0.827 5.074 -2.388 0.05 0.03 -0.01
H -0.095 4.554 -0.985 0.02 0.02 0.05
H -0.865 4.635 -2.564 -0.04 0.01 -0.05
H 1.664 2.627 -4.539 0.05 0.03 -0.02
H -0.039 2.206 -4.693 -0.03 0.03 -0.01
H 1.116 1.015 -4.104 0.04 -0.03 -0.02
H 3.001 3.289 -2.052 0.03 0.04 -0.02
H 2.852 1.587 -1.638 0.04 -0.11 -0.04
H 2.370 2.831 -0.475 -0.01 0.02 0.06
H -1.664 2.845 -3.359 0.05 0.04 -0.01
H -3.977 2.610 -4.034 -0.03 0.01 -0.01
H -5.435 0.933 -2.929 -0.04 -0.01 -0.02
H -4.521 -0.544 -1.151 -0.03 -0.02 0.02
O 0.098 -1.251 3.891 -0.04 -0.19 0.29
C 0.277 -0.549 2.972 -0.20 -0.11 -0.06
N 0.496 0.202 2.073 0.46 0.51 -0.39
N 5.968 0.560 0.820 0.00 0.08 -0.03
C 4.943 -0.144 0.287 0.02 -0.02 0.06
C 3.598 0.208 0.535 0.02 0.04 0.24
N 2.615 -0.474 -0.006 -0.35 -0.18 -0.12
C 2.909 -1.530 -0.771 -0.06 -0.02 -0.10
C 4.230 -1.866 -1.002 -0.05 -0.02 0.02
N 5.244 -1.178 -0.495 -0.02 0.04 0.02
H 5.817 1.310 1.467 0.00 -0.03 0.01
H 6.907 0.256 0.630 -0.01 -0.02 0.03
H 3.336 1.025 1.196 0.01 0.06 -0.01
H 2.089 -2.100 -1.183 -0.01 -0.02 -0.04
H 4.483 -2.721 -1.616 -0.02 -0.02 -0.03
```
Positions in Å, forces in eV/Å.

Atomic partial charges in e from the Löwdin method, atoms 1 to 2:
1. Au 1.05
2. C -0.15

---

No. 2
Here is a molecular structure, C14H18BN7O2Pd in a non-equilibrium geometry from the Open Molecules 2025 dataset. Energies are from wB97M-V/def2-TZVPD.

Results
Orbital gap (spin up / spin down): 0.3257 / 0.1997 Ha
LUMO energy (spin up / spin down): 0.186 / -3.240 eV
Total energy: -1230.71196 Ha
<S²>: 2.0125
Multiplicity: 3
ΔE to the lowest compared entry with this formula, charge and spin: 79.7 kcal per mole
Net charge: 0

```
43
Properties=species:S:1:pos:R:3:forces:R:3
H 0.526 2.789 0.975 0.25 -0.24 -0.09
N -0.057 1.349 -0.467 -1.57 1.67 -0.54
B -0.860 0.284 -2.773 -0.55 0.32 -0.23
N -0.336 1.456 -1.846 1.11 -0.13 0.87
C 0.208 2.612 -2.295 -0.25 -0.16 1.04
Pd 1.095 -0.207 0.638 -0.62 1.84 1.50
H 0.237 2.835 -3.355 -0.21 0.03 0.24
C 0.684 3.335 -1.201 -0.36 -0.03 -0.20
H 1.197 4.276 -1.229 -0.13 0.20 0.02
C 0.404 2.551 -0.073 0.48 -0.39 -1.46
H -0.548 0.544 -3.916 0.13 -0.06 0.27
C -2.959 -2.809 3.365 1.23 -1.57 -0.47
H -2.091 -2.829 4.036 -0.27 0.05 -0.14
H -2.597 -2.721 2.333 -0.14 0.03 0.25
H -3.509 -3.754 3.465 0.11 0.29 -0.01
N -2.418 -0.037 -2.886 -0.48 0.07 0.68
N 0.122 -0.854 -2.282 0.38 -0.55 2.72
N -3.272 -0.180 -1.814 0.15 -0.54 0.21
N 0.295 -1.096 -0.906 -0.30 -1.53 -3.37
C -3.135 -0.230 -4.045 -0.62 -0.16 0.54
C 1.129 -1.463 -2.956 -0.31 -0.13 0.70
H -2.699 -0.149 -5.035 0.07 0.03 0.32
H 1.181 -1.348 -4.041 -0.03 -0.23 0.50
C -4.455 -0.531 -3.702 1.10 0.11 0.38
C 1.949 -2.127 -2.056 -0.02 0.79 0.36
C -4.484 -0.518 -2.275 1.24 0.47 -1.22
C 1.443 -1.817 -0.745 -0.51 -1.77 -2.78
H -5.268 -0.737 -4.375 -0.01 -0.02 -0.09
H 2.771 -2.772 -2.307 0.12 0.05 0.09
H -5.355 -0.757 -1.653 0.74 0.35 0.00
H 1.586 -2.442 0.129 0.09 -0.03 0.06
H -3.578 -1.998 3.598 -0.92 1.21 0.35
O 0.512 0.386 4.239 0.58 -0.23 -0.69
C 1.631 0.482 3.775 -0.56 -0.08 0.61
C 2.843 0.920 4.580 -0.04 0.12 0.18
C 3.948 1.046 3.573 0.50 0.09 -0.51
C 3.268 0.788 2.226 0.93 0.62 -0.19
O 3.741 1.029 1.115 -0.52 -0.56 0.96
N 2.013 0.296 2.450 -0.52 0.08 -0.70
H 2.628 1.884 5.037 -0.19 -0.14 0.25
H 3.119 0.195 5.346 -0.48 0.07 0.14
H 4.389 2.045 3.577 0.26 -0.27 -0.15
H 4.703 0.278 3.774 0.14 0.35 -0.41
```
Positions in Å, forces in eV/Å.

Atomic partial charges in e from the Löwdin method, atoms 1 to 2:
1. H 0.11
2. N -0.05

---

No. 3
Here is 2 unconnected molecules or ions with the total composition C14H18F2N2O5 in a non-equilibrium geometry from the Open Molecules 2025 dataset. Energies are from wB97M-V/def2-TZVPD.

Results
Orbital gap: 0.3015 Ha
LUMO energy: -0.243 eV
Total energy: -1229.41162 Ha
SMILES: Cc1cccc(C[C@@]2(N)OC(=O)O[C@@]2(F)[C@@H](C)F)c1.C[N+](=O)[O-]
Net charge: 0

```
41
Properties=species:S:1:pos:R:3:forces:R:3
C 3.907 -1.852 1.688 -1.90 0.67 -0.14
C 2.984 -0.816 0.843 -1.60 1.87 -1.85
C 3.397 0.670 0.583 -4.11 -2.18 -1.37
C 2.378 1.572 -0.221 -0.23 -3.64 0.77
C 1.021 1.011 -0.782 2.98 -1.84 2.17
C 0.616 -0.498 -0.546 3.20 2.42 1.15
C -0.754 -0.981 -1.198 1.11 -0.17 0.59
C -1.474 -2.214 -0.477 -2.35 -0.67 -1.18
N -2.486 -2.626 -1.530 0.57 0.14 1.11
O -0.773 -3.456 -0.267 1.24 -1.10 1.50
C -0.844 -4.042 1.058 -0.45 0.30 -0.38
O -0.415 -5.146 1.429 -1.91 5.37 -1.72
O -1.568 -3.040 1.803 1.08 -0.65 -1.07
C -2.183 -2.028 0.950 -0.85 -1.05 1.77
F -3.563 -2.511 0.940 2.05 1.05 -0.60
C -2.267 -0.590 1.640 -0.72 1.32 0.44
C -3.328 0.410 0.918 0.47 -0.13 0.01
F -2.741 -0.698 3.020 0.85 -0.39 -2.31
C 1.617 -1.358 0.264 0.81 2.79 -0.42
H 3.573 -1.712 2.790 0.95 -0.22 -1.69
H 5.024 -1.671 1.538 -1.68 -0.30 0.24
H 3.570 -2.918 1.404 0.87 1.66 0.33
H 4.400 1.043 0.973 -1.67 -0.41 -0.68
H 2.711 2.645 -0.403 -0.83 -1.81 0.21
H 0.374 1.749 -1.361 0.87 -1.37 0.92
H -1.525 -0.117 -1.228 1.32 -1.41 0.25
H -0.601 -1.277 -2.305 -0.15 0.24 1.95
H -3.316 -2.019 -1.499 0.41 -0.65 0.09
H -2.711 -3.614 -1.336 -0.33 0.90 -0.13
H -1.270 -0.032 1.705 -1.17 -1.28 -0.18
H -3.672 1.167 1.722 0.56 -1.37 -1.35
H -4.220 -0.152 0.482 1.20 0.77 0.81
H -2.824 1.005 0.068 -0.70 -0.96 1.39
H 1.403 -2.458 0.465 0.26 1.70 -0.41
C 0.583 5.776 -2.146 0.04 0.24 -0.27
N 1.068 4.512 -1.533 0.17 -0.14 -0.02
O 1.985 3.931 -2.096 -0.59 0.36 0.31
O 0.512 4.147 -0.510 0.31 0.16 -0.55
H 1.164 5.977 -3.044 -0.04 -0.13 0.17
H -0.470 5.640 -2.390 0.09 0.04 0.17
H 0.719 6.570 -1.412 -0.14 -0.14 -0.02
```
Positions in Å, forces in eV/Å.

Atomic partial charges in e from the Löwdin method, atoms 1 to 2:
1. C -0.10
2. C -0.19